(1)
Below is a molecular structure, C48H62GeMoN4OSb2Si at a distorted geometry, with properties calculated with ωB97M-V with the def2-TZVPD basis set.

Element x y z (Å)
Mo1 -0.631 -0.085 0.227
C1 -2.258 1.206 3.685
C2 -0.772 1.101 3.467
O1 -0.292 0.514 2.478
N1 -0.026 1.607 4.449
C3 1.434 1.585 4.501
C4 2.038 2.778 3.797
C5 2.342 3.934 4.503
C6 2.847 5.032 3.823
C7 2.975 4.955 2.449
C8 2.627 3.767 1.829
N2 2.203 2.684 2.475
H1 -2.780 0.526 3.019
H2 -2.591 2.223 3.475
H3 -2.510 0.966 4.717
H4 -0.505 2.029 5.227
H5 1.771 0.669 4.028
H6 1.729 1.591 5.548
H7 2.194 3.974 5.574
H8 3.125 5.929 4.359
H9 3.329 5.799 1.874
H10 2.673 3.662 0.752
C9 -4.501 -0.925 1.006
C10 -3.942 0.458 0.935
C11 -4.728 1.542 1.281
C12 -4.210 2.834 1.220
C13 -2.925 3.038 0.767
C14 -2.198 1.920 0.345
N3 -2.686 0.660 0.482
N4 -0.962 1.875 -0.222
Si1 -0.482 3.196 -1.302
C15 -1.969 3.458 -2.441
C16 -0.125 4.792 -0.359
C17 1.046 2.606 -2.250
H11 -4.861 -1.209 0.019
H12 -5.343 -0.958 1.694
H13 -3.755 -1.654 1.317
H14 -5.750 1.370 1.588
H15 -4.817 3.676 1.526
H16 -2.478 4.020 0.711
H17 -2.763 3.996 -1.922
H18 -2.396 2.508 -2.774
H19 -1.711 4.047 -3.323
H20 -0.937 5.508 -0.507
H21 0.785 5.261 -0.737
H22 0.000 4.636 0.712
H23 1.140 1.518 -2.280
H24 1.972 3.005 -1.833
H25 1.008 2.957 -3.283
C18 0.762 -2.072 -2.752
C19 1.392 -2.720 -1.518
C20 2.560 -1.959 -0.897
Sb1 2.217 -0.207 0.412
C21 2.637 -1.082 2.353
C22 3.815 -0.747 3.021
C23 4.081 -1.246 4.288
C24 3.164 -2.070 4.922
C25 1.985 -2.403 4.273
C26 1.722 -1.902 3.005
C27 4.270 0.371 0.061
C28 5.185 -0.665 0.243
C29 6.545 -0.429 0.135
C30 7.012 0.845 -0.155
C31 6.105 1.870 -0.365
C32 4.739 1.634 -0.265
Sb2 -0.928 -0.725 -2.438
C33 -2.849 -1.632 -2.866
C34 -3.527 -1.326 -4.044
C35 -4.812 -1.804 -4.255
C36 -5.436 -2.589 -3.297
C37 -4.770 -2.887 -2.118
C38 -3.492 -2.395 -1.900
C39 -0.727 0.046 -4.444
C40 -0.617 -0.946 -5.417
C41 -0.595 -0.605 -6.759
C42 -0.689 0.726 -7.142
C43 -0.802 1.712 -6.176
C44 -0.823 1.375 -4.828
H26 1.491 -1.447 -3.273
H27 0.437 -2.839 -3.451
H28 1.775 -3.699 -1.820
H29 0.637 -2.924 -0.763
H30 3.219 -1.590 -1.687
H31 3.139 -2.659 -0.294
H32 4.528 -0.078 2.560
H33 5.007 -0.982 4.783
H34 3.359 -2.440 5.920
H35 1.263 -3.052 4.753
H36 0.779 -2.163 2.553
H37 4.850 -1.662 0.495
H38 7.241 -1.244 0.290
H39 8.075 1.033 -0.223
H40 6.458 2.864 -0.608
H41 4.067 2.454 -0.457
H42 -3.062 -0.718 -4.805
H43 -5.329 -1.560 -5.174
H44 -6.439 -2.959 -3.465
H45 -5.248 -3.502 -1.364
H46 -2.990 -2.608 -0.968
H47 -0.582 -1.991 -5.138
H48 -0.521 -1.385 -7.505
H49 -0.684 0.990 -8.191
H50 -0.885 2.751 -6.467
H51 -0.925 2.155 -4.090
C45 -1.434 -4.669 -1.289
Ge1 -1.243 -4.017 0.565
C46 0.463 -4.705 1.309
C47 -2.723 -4.743 1.633
C48 -1.252 -1.998 0.823
H52 -2.477 -4.902 -1.495
H53 -0.860 -5.592 -1.385
H54 -1.091 -3.968 -2.045
H55 0.749 -5.576 0.717
H56 0.306 -5.039 2.335
H57 1.294 -4.002 1.303
H58 -2.635 -5.829 1.629
H59 -3.694 -4.481 1.212
H60 -2.683 -4.404 2.669
H61 -0.152 -1.673 0.879
H62 -1.687 -1.895 1.826

Computed properties:
Charge   +2
2S+1   3
Relative energy (zero: lowest compared OMol25 entry of this formula, charge and spin)   102.4 kJ/mol
Total energy   -138101.20077 eV
HOMO (spin up / spin down)   -12.99 / -13.20 eV


(2)
Below is a molecular structure, C48H64BF5N10NaO2S4 at a distorted geometry, with properties calculated with ωB97M-V with the def2-TZVPD basis set.

Element x y z (Å)
Na1 -0.377 -0.466 -0.271
C1 1.809 -0.197 -5.439
C2 1.278 1.022 -4.757
C3 0.429 1.874 -5.404
C4 0.025 3.045 -4.734
N1 0.233 3.202 -3.460
N2 0.977 2.327 -2.760
B1 0.928 2.440 -1.288
N3 2.245 2.225 -0.552
N4 2.709 3.396 -0.969
C5 3.772 3.959 -0.488
C6 4.404 3.369 0.631
C7 3.963 2.156 1.074
C8 4.558 1.501 2.275
C9 2.896 1.475 0.385
S1 2.569 -0.133 0.662
C10 4.180 5.222 -1.228
C11 4.398 4.827 -2.698
C12 3.024 6.230 -1.149
C13 5.457 5.826 -0.649
N5 -0.108 3.148 -0.610
N6 -0.475 4.399 -1.130
C14 -1.581 4.951 -0.745
C15 -2.512 4.292 0.102
C16 -2.022 3.259 0.868
C17 -2.864 2.659 1.947
C18 -0.723 2.794 0.641
S2 0.125 2.028 1.897
C19 -1.740 6.442 -1.036
C20 -1.303 6.827 -2.448
C21 -0.819 7.158 -0.033
C22 -3.173 6.933 -0.814
C23 1.701 1.338 -3.435
S3 3.058 0.601 -2.803
C24 -0.633 4.220 -5.444
C25 0.231 5.461 -5.174
C26 -0.735 4.022 -6.958
C27 -2.034 4.411 -4.857
H1 1.406 -0.274 -6.448
H2 1.526 -1.080 -4.870
H3 2.897 -0.164 -5.476
H4 0.106 1.656 -6.411
H5 5.208 3.873 1.149
H6 5.341 2.121 2.709
H7 4.966 0.529 1.998
H8 3.782 1.322 3.020
H9 3.460 4.469 -3.117
H10 5.133 4.025 -2.775
H11 4.747 5.681 -3.280
H12 2.096 5.746 -1.452
H13 3.217 7.079 -1.806
H14 2.904 6.598 -0.130
H15 6.271 5.102 -0.678
H16 5.297 6.142 0.382
H17 5.754 6.698 -1.232
H18 -3.510 4.662 0.264
H19 -3.862 3.095 1.935
H20 -2.414 2.826 2.923
H21 -2.943 1.584 1.789
H22 -0.368 6.331 -2.690
H23 -1.163 7.907 -2.502
H24 -2.058 6.546 -3.180
H25 0.219 6.891 -0.224
H26 -1.063 6.873 0.991
H27 -0.932 8.240 -0.130
H28 -3.882 6.364 -1.415
H29 -3.241 7.980 -1.112
H30 -3.458 6.864 0.233
H31 1.191 5.375 -5.686
H32 0.424 5.543 -4.108
H33 -0.276 6.360 -5.526
H34 0.243 3.832 -7.401
H35 -1.139 4.930 -7.408
H36 -1.400 3.196 -7.210
H37 -1.948 4.490 -3.777
H38 -2.660 3.551 -5.098
H39 -2.509 5.310 -5.252
C28 -1.757 -2.452 -2.974
C29 -0.332 -2.228 -2.571
O1 0.051 -1.177 -2.076
N7 0.533 -3.235 -2.835
C30 1.906 -3.160 -2.388
C31 2.116 -3.675 -0.987
C32 3.299 -4.322 -0.639
C33 3.474 -4.742 0.667
C34 2.459 -4.513 1.582
C35 1.315 -3.871 1.137
N8 1.140 -3.464 -0.112
H40 -2.146 -1.526 -3.390
H41 -2.353 -2.657 -2.080
H42 -1.868 -3.271 -3.682
H43 0.160 -4.148 -3.041
H44 2.181 -2.098 -2.391
H45 2.546 -3.692 -3.094
H46 4.069 -4.491 -1.380
H47 4.383 -5.249 0.964
H48 2.551 -4.815 2.615
H49 0.494 -3.678 1.815
F1 -7.260 -5.792 2.445
C36 -6.419 -4.900 1.882
C37 -6.452 -3.563 2.254
F2 -7.306 -3.170 3.219
C38 -5.626 -2.648 1.638
F3 -5.696 -1.365 2.036
C39 -4.726 -2.997 0.609
S4 -3.812 -1.840 -0.234
C40 -4.680 -4.375 0.312
F4 -3.804 -4.817 -0.610
C41 -5.505 -5.300 0.916
F5 -5.437 -6.601 0.572
C42 -4.168 2.993 -2.524
N9 -4.155 1.694 -1.889
C43 -5.437 1.140 -1.506
C44 -3.022 1.186 -1.475
N10 -1.994 0.754 -1.181
H50 -4.677 2.925 -3.492
H51 -3.149 3.341 -2.679
H52 -4.700 3.717 -1.899
H53 -6.046 0.985 -2.401
H54 -5.960 1.832 -0.839
H55 -5.286 0.189 -1.000
C45 -1.384 -1.593 2.844
C46 -0.646 -0.288 3.141
C47 0.764 -0.576 3.671
C48 -1.416 0.497 4.214
O2 -0.593 0.387 1.889
H56 -1.391 -2.229 3.728
H57 -0.891 -2.109 2.021
H58 -2.410 -1.385 2.541
H59 0.718 -1.231 4.541
H60 1.241 0.362 3.958
H61 1.367 -1.041 2.895
H62 -1.328 -0.018 5.169
H63 -2.469 0.576 3.955
H64 -0.991 1.493 4.318

Computed properties:
Charge   -1
Relative energy (zero: lowest compared OMol25 entry of this formula, charge and spin)   69.5 kJ/mol
Total energy   -131833.83937 eV
HOMO   -3.03 eV


(3)
Below is a molecular structure, C48H64BrN2O2P3SiTi at a distorted geometry, with properties calculated with ωB97M-V with the def2-TZVPD basis set.

Element x y z (Å)
Ti1 -0.503 0.412 -0.145
C1 0.650 -3.863 -3.081
C2 0.766 -2.356 -2.885
C3 1.076 -1.630 -4.192
P1 -0.686 -1.585 -1.950
C4 -1.971 -1.246 -3.289
C5 -3.235 -0.691 -2.638
C6 -2.359 -2.342 -4.284
C7 -1.240 -2.950 -0.859
C8 -2.079 -3.963 -1.307
C9 -2.474 -4.979 -0.451
C10 -2.041 -4.986 0.863
C11 -1.189 -3.988 1.309
C12 -0.768 -2.971 0.462
Si1 0.478 -1.628 0.991
C13 0.710 -1.556 2.882
C14 1.264 -2.634 3.564
C15 1.434 -2.602 4.937
C16 1.077 -1.467 5.646
C17 0.533 -0.380 4.982
C18 0.336 -0.417 3.603
P2 -0.557 0.904 2.691
C19 0.197 2.584 3.196
C20 1.288 2.540 4.262
C21 -0.802 3.702 3.519
C22 -2.233 0.733 3.552
C23 -2.323 1.153 5.019
C24 -2.689 -0.721 3.408
C25 2.149 -2.139 0.224
C26 2.537 -3.470 0.300
C27 3.704 -3.918 -0.295
C28 4.464 -3.034 -1.040
C29 4.079 -1.707 -1.151
C30 2.951 -1.233 -0.487
P3 2.382 0.517 -0.495
C31 3.562 1.478 -1.631
C32 5.067 1.489 -1.337
C33 3.314 1.064 -3.085
C34 2.914 1.057 1.235
C35 4.111 0.297 1.797
C36 3.107 2.574 1.271
H1 1.541 -4.222 -3.589
H2 -0.210 -4.147 -3.677
H3 0.581 -4.373 -2.124
H4 1.613 -2.186 -2.211
H5 0.394 -1.903 -4.992
H6 2.081 -1.893 -4.518
H7 1.038 -0.548 -4.071
H8 -1.497 -0.435 -3.867
H9 -3.630 -1.390 -1.901
H10 -4.002 -0.528 -3.392
H11 -3.035 0.265 -2.152
H12 -3.081 -3.031 -3.855
H13 -1.510 -2.902 -4.661
H14 -2.845 -1.862 -5.134
H15 -2.425 -3.981 -2.326
H16 -3.121 -5.758 -0.823
H17 -2.367 -5.765 1.535
H18 -0.844 -4.012 2.332
H19 1.562 -3.514 3.015
H20 1.843 -3.456 5.453
H21 1.213 -1.420 6.717
H22 0.267 0.489 5.558
H23 0.686 2.859 2.251
H24 0.873 2.453 5.262
H25 1.836 3.480 4.227
H26 1.987 1.723 4.105
H27 -0.886 3.854 4.592
H28 -1.800 3.513 3.126
H29 -0.439 4.639 3.100
H30 -2.916 1.375 2.979
H31 -1.818 0.441 5.663
H32 -3.373 1.162 5.308
H33 -1.921 2.143 5.205
H34 -2.243 -1.335 4.187
H35 -2.406 -1.151 2.446
H36 -3.771 -0.784 3.503
H37 1.906 -4.173 0.821
H38 4.001 -4.950 -0.205
H39 5.352 -3.369 -1.554
H40 4.666 -1.071 -1.790
H41 3.215 2.518 -1.515
H42 5.546 2.122 -2.083
H43 5.527 0.510 -1.403
H44 5.302 1.903 -0.363
H45 3.441 -0.005 -3.227
H46 4.022 1.573 -3.735
H47 2.315 1.342 -3.416
H48 2.036 0.815 1.861
H49 4.967 0.331 1.129
H50 3.856 -0.747 1.973
H51 4.404 0.737 2.748
H52 4.039 2.875 0.805
H53 3.139 2.919 2.301
H54 2.288 3.085 0.757
Br1 -0.484 4.362 0.038
C37 -2.130 3.494 0.433
C38 -3.260 4.247 0.711
C39 -4.456 3.576 0.928
C40 -4.467 2.192 0.835
C41 -3.275 1.539 0.566
N1 -2.102 2.167 0.381
C42 -3.234 0.033 0.413
O1 -4.223 -0.645 0.530
O2 -2.050 -0.402 0.126
H55 -3.209 5.324 0.741
H56 -5.357 4.121 1.153
H57 -5.362 1.601 0.949
N2 -0.206 1.679 -2.082
C43 -1.052 2.262 -3.124
C44 -0.549 2.442 -4.409
C45 -1.308 3.078 -5.378
C46 -2.584 3.529 -5.082
C47 -3.098 3.324 -3.814
C48 -2.338 2.695 -2.842
H58 0.472 1.077 -2.564
H59 0.349 2.463 -1.705
H60 0.447 2.099 -4.658
H61 -0.887 3.229 -6.361
H62 -3.170 4.043 -5.830
H63 -4.092 3.664 -3.571
H64 -2.771 2.545 -1.866

Computed properties:
Charge   +2
Relative energy (zero: lowest compared OMol25 entry of this formula, charge and spin)   0.0 kJ/mol
Total energy   -186782.84900 eV
HOMO   -13.44 eV